The following is a quantum chemistry calculation of a cluster of 2 separate species, C4H11N3O2 in total, from the OMol25 dataset.

energy above the lowest of the compared OMol25 structures with the same formula, charge and spin = 3.485 eV
HOMO energy = -8.838 eV
SMILES = [H]/N=C(\N)NC.CC(=O)O
E = -12889.34457 eV

Geometry as ORCA input:
```
! wB97M-V def2-TZVPD RIJCOSX def2/J DEFGRID3
* xyz 0 1
H 0.93803 -0.78650 0.09280
N 0.22486 -0.25884 0.60116
C -0.55003 -1.12914 1.28547
N -0.49888 -2.55851 1.33073
N -1.77666 -0.54019 1.79207
C -2.22197 0.74170 1.25846
H -1.00477 -2.78837 2.20709
H 0.41942 -3.02801 1.30848
H -2.57970 -1.28133 1.84348
H -3.14778 0.68598 0.54030
H -1.53654 1.45227 0.71660
H -2.61082 1.23679 2.11436
C 1.10972 0.51973 -2.14831
C 2.06201 1.73516 -2.09468
O 2.50212 2.60040 -2.91868
O 2.59757 1.56868 -0.92108
H 1.75500 -0.36285 -1.75370
H 0.76329 -0.02111 -3.05379
H 0.08818 0.62645 -1.57290
H 3.46695 1.58768 -0.62788
*
```